(1)
{
  "formula": "C21H25MoN3O6Se",
  "method": "ωB97M-V/def2-TZVPD",
  "elements": ["O", "C", "C", "C", "H", "C", "H", "H", "C", "H", "H", "H", "Mo", "C", "C", "C", "H", "H", "O", "N", "H", "H", "H", "C", "C", "H", "C", "H", "C", "C", "C", "Se", "O", "H", "H", "O", "H", "C", "H", "C", "H", "N", "O", "N", "C", "H", "H", "C", "C", "H", "H", "H", "H", "C", "H", "O", "C"],
  "coordinates": [[-0.467, -0.298, 1.426], [1.315, -2.812, 0.856], [1.027, -2.873, -0.634], [-0.257, 2.439, 1.725], [-3.750, -0.344, 4.488], [-1.290, 1.710, 2.355], [1.621, -3.799, 1.206], [-2.691, -2.949, -3.602], [-1.314, 0.300, 2.267], [4.390, -0.688, -0.052], [-0.836, -3.184, -2.180], [1.934, -2.771, -1.233], [0.348, 0.227, -0.260], [3.436, -0.451, -0.522], [1.823, 2.747, 0.576], [2.435, -1.854, 1.200], [3.488, 0.528, -0.983], [0.398, -2.566, 1.389], [0.756, -0.584, -3.773], [0.084, -1.796, -1.020], [3.220, -1.185, -1.293], [-0.098, 3.463, 2.060], [1.948, 2.870, -0.495], [2.753, 0.520, 1.604], [-3.189, 0.729, -2.411], [2.485, -1.702, 2.276], [-2.165, -0.056, -1.947], [1.990, 0.450, 2.379], [-2.179, -0.445, 3.057], [-3.880, -1.167, -3.764], [-3.065, 1.630, 3.980], [0.942, 1.007, -3.729], [-1.261, 0.440, -1.034], [-2.147, 3.443, 3.321], [3.686, 0.146, 2.033], [1.314, 0.931, -1.514], [3.874, 2.055, 0.552], [-1.947, -1.371, -2.345], [-2.170, -1.524, 2.999], [-2.177, 2.364, 3.239], [-3.758, 2.121, 4.647], [0.579, 1.994, 0.819], [2.326, 1.656, -4.172], [2.369, -0.489, 0.531], [-4.049, 0.146, -3.339], [1.739, 3.736, 1.025], [-4.861, 0.738, -3.740], [-2.835, -1.928, -3.270], [-0.855, -2.151, -1.838], [-3.302, 1.753, -2.086], [0.574, -3.828, -0.894], [-4.563, -1.592, -4.486], [3.285, 2.450, 2.139], [3.003, 1.970, 1.200], [3.383, -2.294, 0.892], [-0.364, 1.906, -3.511], [-3.055, 0.229, 3.887]],
  "total_charge": 2
}

(2)
{
  "formula": "C5H5Cl",
  "method": "ωB97M-V/def2-TZVPD",
  "elements": ["C", "C", "H", "C", "H", "C", "Cl", "H", "C", "H", "H"],
  "coordinates": [[0.757, -0.921, -1.043], [0.516, 0.463, -0.604], [0.119, 0.762, 1.639], [-0.354, -0.817, -0.048], [1.369, -0.370, 1.138], [-0.987, 0.353, -0.809], [0.402, -1.357, -2.696], [-1.261, 0.157, -1.946], [0.431, 0.024, 0.910], [1.548, -1.524, -0.838], [-1.675, 0.944, -0.203]],
  "smiles": "Cl[C@H]1[C@]23C[C@]12C3",
  "de_lowest_ev": 3.294
}

(3)
{
  "formula": "C28H81N3O19",
  "method": "ωB97M-V/def2-TZVPD",
  "elements": ["O", "H", "C", "H", "O", "H", "O", "H", "H", "H", "C", "H", "H", "N", "H", "H", "H", "H", "H", "C", "H", "H", "H", "H", "C", "C", "H", "O", "H", "H", "H", "H", "O", "H", "H", "H", "H", "H", "C", "H", "H", "H", "H", "H", "H", "H", "C", "C", "H", "C", "H", "C", "O", "H", "H", "H", "H", "H", "H", "O", "H", "O", "H", "C", "H", "O", "H", "H", "O", "C", "H", "C", "N", "H", "H", "H", "H", "C", "C", "H", "H", "H", "H", "C", "H", "O", "C", "C", "H", "H", "H", "H", "C", "O", "H", "H", "H", "H", "H", "C", "C", "H", "H", "H", "O", "N", "H", "C", "H", "C", "H", "O", "H", "O", "O", "H", "H", "O", "C", "H", "C", "H", "H", "C", "O", "H", "H", "O", "C", "C", "H"],
  "coordinates": [[16.685, -8.382, 3.423], [25.184, -6.756, 0.891], [18.218, 3.974, 1.568], [26.086, -10.370, 4.148], [21.523, -8.672, 5.734], [28.012, -8.696, 0.253], [21.084, -6.136, 7.532], [21.867, -7.944, 9.614], [24.930, -9.861, 5.454], [31.188, -12.717, 6.764], [18.972, -7.757, 2.454], [18.965, -6.810, 1.913], [33.334, -15.792, 6.335], [29.225, -13.545, 6.756], [17.698, 4.658, 2.237], [24.315, -1.334, 6.246], [27.008, -4.970, 0.959], [32.388, -14.404, 7.944], [16.209, -8.360, 4.256], [31.347, -14.522, 7.644], [32.197, -4.313, 4.407], [29.265, -4.803, 2.489], [18.447, 2.237, 4.917], [29.202, -7.830, 1.857], [30.491, -13.273, 7.392], [25.213, -1.456, 5.641], [24.843, -11.404, 4.880], [30.228, -3.697, 3.902], [31.836, -4.298, 2.723], [27.501, -12.492, 4.863], [24.920, -6.988, 8.172], [29.344, -10.685, 2.591], [27.866, -9.171, 1.074], [21.894, -8.592, 0.146], [27.711, -2.386, 4.579], [25.576, -0.432, 5.557], [27.727, -8.026, 2.716], [31.034, -10.120, 2.221], [17.596, 2.035, 2.836], [28.942, -9.693, 3.978], [24.817, -7.947, 4.010], [19.198, 0.174, 6.305], [22.584, -8.188, 7.441], [21.426, -6.737, 6.866], [22.977, -6.788, 2.980], [25.962, -5.682, 4.879], [22.594, -7.290, 9.132], [31.633, -3.765, 3.652], [21.741, -3.436, 6.116], [23.559, -6.206, 3.694], [32.063, -2.777, 3.489], [18.173, 1.463, 4.201], [25.403, -6.367, 5.252], [30.366, -12.756, 8.343], [28.176, -12.033, 7.746], [26.566, -13.000, 6.163], [24.266, -4.276, 3.964], [21.723, -5.208, 9.130], [28.547, -4.621, 5.432], [31.388, -15.117, 6.352], [22.956, -5.436, 8.051], [24.847, -2.004, 4.361], [21.895, -0.385, 4.719], [22.124, -5.990, 8.485], [21.616, -9.622, 5.666], [22.217, -7.888, 0.708], [24.117, -5.545, 0.256], [21.130, -8.409, 4.901], [30.641, -9.424, 2.752], [32.313, -16.176, 6.322], [21.063, -3.796, 4.469], [27.251, -2.758, 3.663], [19.278, 0.519, 4.165], [26.824, -4.548, 2.986], [25.723, -4.420, -1.167], [20.341, 1.341, 5.594], [20.929, -7.667, 2.199], [25.594, -10.641, 5.082], [28.486, -8.589, 2.173], [22.902, -6.308, 4.558], [18.382, -8.140, 4.446], [18.776, -8.522, 1.703], [17.332, 3.741, 0.978], [17.940, -7.628, 3.590], [30.075, -5.758, 3.752], [20.326, -7.740, 2.943], [28.234, -4.887, 4.423], [24.909, -6.862, 4.071], [26.008, -2.074, 6.059], [30.926, -15.308, 8.272], [16.841, 2.782, 3.084], [23.197, -7.143, 10.028], [29.255, -9.654, 2.935], [25.399, -6.449, -1.087], [22.423, -2.701, 4.611], [29.460, -13.760, 5.797], [17.887, -6.618, 3.996], [29.193, -11.555, 6.327], [19.085, -0.379, 3.745], [21.525, -3.052, 5.119], [28.498, -12.287, 6.736], [26.165, -0.843, 3.094], [25.593, -4.054, 1.431], [26.024, -7.157, -1.260], [20.583, -1.914, 5.311], [26.979, -4.209, 3.925], [28.015, -5.949, 4.526], [27.232, -12.187, 5.875], [32.137, -16.828, 7.177], [25.983, -4.733, 0.673], [25.401, -6.502, 3.168], [23.292, -7.990, 8.059], [19.014, 4.440, 0.987], [26.156, -3.891, -0.492], [23.961, -4.838, 3.248], [28.172, -2.614, 3.097], [25.584, -6.093, 7.148], [18.625, 2.824, 2.221], [29.520, -4.842, 3.548], [17.190, 1.449, 2.011], [25.943, -1.859, 3.421], [22.564, -7.235, 0.099], [21.627, -0.641, 6.394], [21.115, -0.652, 5.432], [26.655, -10.891, 6.037], [25.544, -2.181, 2.459], [17.385, 0.961, 4.763], [25.404, -6.167, 8.085], [25.151, -5.889, 0.230], [19.908, 0.346, 5.497], [32.122, -16.900, 5.530]],
  "smiles": "COCCNCCOC.COCCNCCOC.COCCNCCOC.OCCO.OCCO.OCCO.OCCO.OCCO.O.O.O",
  "de_lowest_ev": 7.577
}

no.,M (g mol⁻¹),lowest unoccupied orbital energy (eV)
1,590.35,-9.1
2,100.55,1.1
3,763.96,-0.1